ORCA calculation (ωB97M-V with the def2-TZVPD basis set) on C33H33F6FeN7O4PSSi as an isolated structure.

```
! wB97M-V def2-TZVPD RIJCOSX def2/J DEFGRID3
* xyz 1 5
O 2.3462 -6.1857 3.4235
N -2.3962 1.0825 4.0652
C -2.0761 -0.1892 3.9450
F -2.4134 -0.9412 -1.0400
H 4.6387 -0.7368 -2.7943
C 1.3261 2.4844 -0.3745
H 3.3085 -1.4363 -0.7527
C -0.4403 6.7936 0.9849
C 0.6860 6.0308 0.6803
N 2.3542 0.3759 -0.6250
C -1.8665 1.9457 3.2237
C 0.0386 -0.1322 -1.9135
H -1.4071 6.3352 1.1074
C 1.2768 -1.9703 4.3028
H 2.7099 1.0430 3.6175
H 0.7276 -4.0514 4.3586
H -1.8115 0.6035 -6.6346
H -0.8152 -5.2077 0.3563
C 2.9060 -2.6730 2.1767
H -1.0043 -1.6734 2.7716
C 1.0037 -4.3364 -0.4424
C 1.9222 8.0787 0.6188
H -1.8541 1.6653 -5.2341
N -0.6992 0.2336 2.0735
C -0.1958 3.8356 1.4566
F -4.3849 1.4203 0.0194
H -0.7444 4.3415 2.2328
H 2.0493 -4.4873 -0.1568
H -0.5671 -2.4708 -5.3053
H 2.7971 2.9157 -2.7816
C 2.8660 -1.3591 2.6109
C 2.0572 -0.9970 3.6814
C 0.2614 -1.8286 -5.5854
C 0.8476 -2.8671 -0.8301
F -4.6800 -0.8087 -0.5676
F -3.6998 0.6799 -2.0560
C 1.3777 3.8734 -0.3567
H 3.4918 -0.6187 2.1354
H 1.0521 0.8285 4.1839
H 0.6644 -1.6997 5.1508
H 2.3386 0.8284 -5.1614
C 3.2005 -0.4565 -1.1913
H 2.3909 0.4190 5.2352
F -2.1289 1.2759 -0.4894
C 0.0536 -0.0250 -3.1228
C 2.9272 1.9623 -2.2894
H -2.5112 -0.8696 4.6625
N 0.8466 8.7813 0.9048
F -3.0650 -0.1934 0.9632
H 2.8050 6.1543 0.2837
C 2.2262 1.6087 -1.1371
C 3.9305 -0.0710 -2.3219
Fe -0.3356 -0.2322 -0.0984
H 2.0210 4.4035 -1.0395
C 2.1209 -3.6206 2.8031
C -0.9651 1.5424 2.2329
H 1.4469 1.1198 -6.6449
H 3.5645 -2.9894 1.3829
C 1.3046 -3.2833 3.8662
Si -0.0276 -0.0420 -4.9876
H -2.1769 2.9742 3.3327
H -1.1473 8.8017 1.3336
H 0.8287 -4.9405 -1.3321
O 1.2895 -2.4562 -1.8888
H 1.1617 -2.2356 -5.1363
C -1.2382 -0.6290 2.9175
N 3.7646 1.1175 -2.8630
H 1.1914 2.1573 -5.2547
O 3.2704 -5.3902 1.2708
P -3.5118 0.2357 -0.5532
C 0.6048 4.5667 0.5764
C 1.8978 6.6972 0.4957
N 0.7749 -5.7002 1.5756
H -2.5310 0.0528 -5.1263
C -0.3047 8.1701 1.0893
N 0.5049 1.8169 0.4306
C -0.2309 2.4499 1.3411
C 1.3762 1.1324 -5.5617
H 0.3688 -1.8687 -6.6660
H 0.1865 -6.2125 2.2125
H 2.8371 8.6400 0.4853
C 2.0537 0.4056 4.2012
C 0.1062 -4.7501 0.7223
C -1.7222 0.6364 -5.5526
O 0.2802 -2.1126 0.0412
S 2.2567 -5.3364 2.2802
H -0.1711 -3.8411 1.2824
*
```

Computed properties:
Highest occupied orbital energy (spin up / spin down): -12.09 / -12.09 eV
LUMO (spin up / spin down): -6.426 / -7.299 eV
Frontier orbital gap (spin up / spin down): 5.67 / 4.80 eV
<S²>: 6.116
Total energy: -4853.41269 hartree
Max |F|: 2.83 eV/A

ORCA calculation (ωB97M-V with the def2-TZVPD basis set) on C33H33HgO2P3 as an isolated structure.

```
! wB97M-V def2-TZVPD RIJCOSX def2/J DEFGRID3
* xyz 1 2
H -4.1275 3.3314 5.2491
C -1.9582 -3.1827 2.6645
H -4.4496 4.9772 -3.8251
H 2.3482 -0.7207 3.6039
H -2.7129 5.0295 4.1486
C -0.7399 2.4786 -4.9847
H 0.1446 1.2834 5.1767
C 0.3333 2.0851 -2.4554
H -0.6843 4.5741 -4.5159
C 0.5946 -2.3419 2.0081
H -0.6259 0.3479 -5.1995
H -3.1415 6.2257 -2.1433
C -0.2965 -1.4265 2.5791
C -3.8918 1.8888 3.6816
O 1.2234 0.3928 -0.4736
C -3.9306 4.4422 -3.0410
C -2.8766 4.0713 3.6746
C -1.5877 -1.8668 2.8847
H -1.3530 -5.1109 1.9388
H -4.5824 2.5148 -3.7150
C 4.7833 2.9494 -1.7931
C 0.1028 1.0000 -3.2926
H 6.0125 4.5130 -0.9917
C -4.0062 3.0597 -2.9800
C -0.0564 2.7420 0.3160
H -2.9558 -3.5098 2.9266
C 4.1144 4.4174 -0.0075
C -3.3104 1.6108 2.4544
P 1.0346 1.8513 -0.8189
H -0.0002 3.8032 0.0665
C -1.0543 -4.0871 2.1183
H -1.9699 5.0277 -0.3531
C -0.2201 0.3420 4.7638
H -1.2997 0.3074 4.9070
C -3.3426 2.3730 -1.9734
C 5.0586 4.0067 -0.9343
H -4.5186 1.1495 4.1622
C -0.4439 1.1954 -4.5529
C 0.0635 3.3770 -2.9097
H 2.3829 1.0487 3.5956
H 1.5967 -2.0186 1.7553
H -1.6639 4.5462 1.9822
H 5.5262 2.6237 -2.5080
H 0.9378 -4.3609 1.3689
C -2.6005 3.0750 -1.0294
Hg -0.5193 -1.1911 -0.5376
H -2.3053 -1.1762 3.3118
C 2.8817 3.7831 0.0548
H 2.1567 4.1121 0.7881
P 0.1873 0.3020 2.9721
C 3.5558 2.3159 -1.7350
H -1.1606 2.6325 -5.9692
O -1.8426 0.6526 0.0320
C 0.2249 -3.6660 1.7919
H -3.3856 1.2927 -1.9200
C 2.5954 2.7333 -0.8122
C 2.0168 0.1675 3.0651
P -1.7761 2.1355 0.2570
C -3.6738 3.1162 4.2910
H 2.4485 0.1725 2.0634
C -2.2926 3.7970 2.4487
C -0.4749 3.5716 -4.1677
C -3.1954 5.1464 -2.0950
H 3.3386 1.4950 -2.4083
C -2.5064 2.5650 1.8376
H 0.2382 -0.4855 5.3062
H 0.2817 4.2355 -2.2852
H 4.3356 5.2316 0.6691
H 0.2920 2.5651 1.3365
H 0.3741 -0.0002 -2.9729
C -2.5332 4.4659 -1.0890
H -3.4686 0.6566 1.9680
*
```

Computed properties:
Highest occupied orbital energy (spin up / spin down): -10.61 / -10.69 eV
LUMO (spin up / spin down): -2.033 / -4.626 eV
Frontier orbital gap (spin up / spin down): 8.58 / 6.06 eV
<S²>: 0.752
Total energy: -2605.15543 hartree
Max |F|: 0.38 eV/A

ORCA calculation (ωB97M-V with the def2-TZVPD basis set) on a 2-piece molecular cluster, C33H33N2 overall.

```
! wB97M-V def2-TZVPD RIJCOSX def2/J DEFGRID3
* xyz 1 1
H -5.1614 -0.0391 -2.0403
H -1.6001 -0.7724 2.5334
C -6.3704 -1.7934 -2.0482
N -0.4340 0.3004 1.2315
H -1.4487 -2.7791 -2.2382
C -7.7126 -3.9105 -2.0378
C 3.8448 4.8375 2.9451
H 5.3620 -3.7517 -1.1604
C -4.0033 -3.2136 -2.0188
H 0.1304 3.4673 3.2901
C -5.1697 -1.1162 -2.0346
C 4.8625 4.0078 3.3668
C -0.2174 -1.1148 -1.9443
C 0.0773 0.2364 3.5590
C 2.2613 -1.1502 -2.0038
H -2.7145 -0.0458 -1.8619
C -2.6908 -1.1134 -1.9704
C 0.9981 4.5074 -1.2568
C -5.2050 -3.8807 -2.0293
H 2.8105 3.4517 -1.6517
H 5.3527 -3.7487 -2.9230
C -6.4095 -3.1848 -2.0419
H 4.0697 5.8185 2.5600
C 1.0272 -1.8271 -1.9861
C 4.5713 2.7534 3.8603
C 0.1713 1.4120 1.5348
C 2.2584 -3.9159 -2.0171
H -8.3081 -3.6648 -2.9176
H -7.5650 -4.9904 -2.0341
H 2.3250 1.6658 -0.0258
H 4.3888 -1.3145 -2.0440
H 5.3658 2.1045 4.1888
C 3.4706 -3.2360 -2.0318
C 3.4506 -1.8443 -2.0285
H -0.6491 0.4815 4.3398
H -1.3644 3.5499 0.9460
H 1.2101 5.2897 -1.9673
C 1.0674 -3.2328 -1.9964
C 2.2299 3.1565 3.5234
H 0.1499 -3.7901 -1.9638
H 3.0214 1.3533 4.3199
C -3.9435 -1.8088 -2.0153
C -0.5412 -0.5246 2.3670
H -5.2232 -4.9584 -2.0186
C -1.4530 -1.7259 -2.0466
H -0.0193 -1.4725 2.1666
H 2.2600 -4.9934 -2.0102
H 0.9167 -0.2900 4.0244
C 2.5345 4.4128 3.0198
H 4.5915 -5.0643 -2.0397
H 2.2649 -0.0740 -2.0039
C 0.4507 2.4890 0.5701
H 1.7337 5.0543 2.6921
H 0.5739 2.5340 4.7021
H -0.1867 -0.0483 -1.8105
H -7.3021 -1.2497 -2.0628
C 1.6273 2.4717 -0.1756
H 5.8842 4.3433 3.3160
C 0.8141 2.6949 3.6472
C 4.7599 -3.9865 -2.0392
H -3.0910 -3.7797 -1.9884
C -0.4506 3.5346 0.3771
N 0.5413 1.4556 2.9019
C -0.1754 4.5349 -0.5286
C 1.8956 3.4721 -1.0821
H -0.8739 5.3443 -0.6676
H -8.3026 -3.6592 -1.1558
C 3.2611 2.3301 3.9356
*
```

Computed properties:
Highest occupied orbital energy: -10.10 eV
LUMO: -5.104 eV
Frontier orbital gap: 4.99 eV
Total energy: -1386.55405 hartree
Max |F|: 3.17 eV/A

ΔE to the lowest compared entry with this formula, charge and spin values (in kcal/mol) by entry order: 114.5 0.0 0.0.